No. 1
# C16H45N2O10PS

8 unconnected molecules or ions with the total composition C16H45N2O10PS (wB97M-V/def2-TZVPD, the Open Molecules 2025 dataset).

```
! wB97M-V def2-TZVPD RIJCOSX def2/J DEFGRID3
* xyz 0 1
O -1.48731 -2.84178 3.08433
C -0.81617 -2.07166 2.54391
N -0.03938 -1.22214 2.09173
O -0.72101 -0.19350 1.34293
C -1.00475 0.84214 2.25838
O -0.18694 1.64662 2.55464
N -2.32816 0.80902 2.73100
P -3.53400 0.10731 1.74862
S -3.73636 0.90512 0.02613
H -2.35528 0.58042 3.72082
H -3.27884 -1.26815 1.71439
H -4.60026 0.23409 2.64179
C 2.75565 -3.55885 4.75295
C 1.69729 -3.39885 5.82488
O 0.68795 -2.45477 5.46484
H 3.23601 -2.60340 4.53855
H 3.52144 -4.27247 5.05463
H 2.30851 -3.92148 3.82382
H 2.13167 -3.02103 6.74916
H 1.23335 -4.36721 6.04004
H 0.27436 -2.77958 4.66061
C -8.52382 1.06461 -2.65747
C -7.11537 0.50279 -2.64717
O -6.67364 0.16456 -1.33666
H -8.58252 1.95106 -2.02450
H -8.82666 1.33818 -3.66982
H -9.23736 0.32935 -2.28086
H -6.39900 1.23726 -3.01385
H -7.05922 -0.37734 -3.29777
H -7.27781 -0.49788 -0.98667
C -12.91881 -0.23067 -4.60145
C -11.52110 -0.81228 -4.51447
O -11.16025 -1.16846 -3.18380
H -13.00408 0.64679 -3.96009
H -13.15821 0.05933 -5.62508
H -13.66278 -0.96038 -4.27326
H -10.77938 -0.07908 -4.82890
H -11.43227 -1.68391 -5.17177
H -11.78363 -1.83097 -2.87022
C 4.78643 -3.20514 0.06186
C 4.28866 -4.00995 1.24428
O 5.14493 -3.89030 2.37906
H 5.79116 -3.52876 -0.21521
H 4.12839 -3.32805 -0.80001
H 4.83582 -2.14358 0.30724
H 4.25733 -5.07425 1.01243
H 3.27304 -3.69235 1.51125
H 5.18328 -2.95769 2.61304
C 2.38723 1.81136 -0.94997
C 1.09321 1.84201 -1.74109
O 0.25197 0.73119 -1.45988
H 2.94651 0.89513 -1.13930
H 3.01691 2.66719 -1.20162
H 2.17340 1.84750 0.12170
H 1.28974 1.79877 -2.81223
H 0.55705 2.77592 -1.53437
H 0.06118 0.74154 -0.51579
C 7.12115 1.33827 1.14921
C 5.83622 1.30347 0.34690
O 5.03983 0.16044 0.65582
H 7.69894 0.43120 0.96630
H 7.73025 2.20340 0.88671
H 6.90520 1.38493 2.21994
H 6.05032 1.23569 -0.71906
H 5.25131 2.21368 0.51850
H 4.81743 0.20336 1.59135
C 8.33737 4.60266 -2.75635
C 7.72320 4.01830 -1.49883
O 8.61273 4.09266 -0.38597
H 9.26226 4.08020 -3.00054
H 7.65424 4.52034 -3.60252
H 8.57636 5.65919 -2.61453
H 7.50048 2.96185 -1.64211
H 6.78597 4.52935 -1.25296
H 8.80401 5.02353 -0.23462
*
```

## Properties
- HOMO-LUMO gap (eV) = 8.3
- SMILES = O=C=NOC(=O)N[PH2]=S.CCO.CCO.CCO.CCO.CCO.CCO.CCO
- energy (eV) = -60896.5735

Charges per atom according to Löwdin partitioning, unit e: 0.22, -0.28, 0.16, -0.10, -0.58, 0.19, -0.13, 0.29, 0.25, 0.12, -0.03, -0.01, -0.09, -0.31, -0.08, 0.08, 0.08, 0.07, 0.11, 0.11, 0.03, -0.09, -0.32, -0.13, 0.08, 0.07, 0.06, 0.11, 0.11, 0.08, -0.09, -0.32, -0.09, 0.08, 0.07, 0.07, 0.10, 0.11, 0.08, -0.08, -0.32, -0.09, 0.08, 0.08, 0.05, 0.11, 0.09, 0.07, -0.09, -0.32, -0.08, 0.07, 0.07, 0.07, 0.11, 0.11, 0.04, -0.08, -0.32, -0.10, 0.08, 0.05, 0.08, 0.11, 0.11, 0.08, -0.09, -0.33, -0.09, 0.08, 0.07, 0.07, 0.10, 0.11, 0.08

No. 2
# C7H11N

C7H11N in the gas phase in a non-equilibrium geometry (wB97M-V/def2-TZVPD, the Open Molecules 2025 dataset).

```
! wB97M-V def2-TZVPD RIJCOSX def2/J DEFGRID3
* xyz 0 1
C 1.94604 -1.09329 -0.56086
C 0.94245 -0.07342 -0.37571
C -1.36307 0.45076 1.88420
C -0.46780 1.53176 1.02755
C 0.88362 0.76275 0.71954
C -0.14064 -0.22764 -1.22406
C -0.26499 -0.94585 -2.30857
H 1.53753 -2.10050 -0.21295
H 1.92331 -1.54670 -1.81670
H 3.01909 -0.91738 -0.13647
H -3.07280 1.46421 1.76723
H -0.43881 -0.47639 2.03745
H -0.41543 2.38480 1.76415
H -1.28012 1.79072 0.22370
H 1.63298 0.62857 1.46887
H -1.08612 0.05496 -0.78220
H 0.60815 -1.12845 -3.01387
H -1.28834 -1.12223 -2.76743
N -2.67504 0.56331 2.30613
*
```

## Properties
- HOMO-LUMO gap (eV) = 9.0
- SMILES = [H]/N=C\C/C=C(/C)C=C
- energy (eV) = -8921.8775

Charges per atom according to Löwdin partitioning, unit e: -0.09, -0.40, -0.23, -0.19, -0.07, -0.21, 0.01, 0.10, 0.14, 0.11, 0.08, 0.17, 0.10, 0.12, 0.09, 0.09, 0.08, 0.09, 0.00

No. 3
# C5H8N2O

C5H8N2O in the gas phase in a non-equilibrium geometry (wB97M-V/def2-TZVPD, the Open Molecules 2025 dataset).

```
! wB97M-V def2-TZVPD RIJCOSX def2/J DEFGRID3
* xyz 0 1
C 0.82934 -1.11945 1.67512
C 0.30228 -0.37960 0.48124
C 0.58593 -0.49811 -0.89921
C -0.15219 0.38142 -1.59702
C -1.08505 0.96482 -0.79310
H 2.82693 -0.91121 1.30693
H 2.13411 -1.97471 0.39751
H 0.30314 -2.08092 1.83212
H 0.80566 -0.81649 2.68250
H 1.38397 -1.21071 -1.19377
H -0.07048 0.45337 -2.69904
H -2.73402 1.53883 -1.39216
H -1.35922 0.84533 1.25489
N 2.19062 -1.64105 1.35083
N -0.85351 0.47225 0.48704
O -1.94148 2.03044 -1.03202
*
```

## Properties
- HOMO-LUMO gap (eV) = 8.6
- SMILES = NCc1ccc(O)[nH]1
- energy (eV) = -10340.9064

Charges per atom according to Löwdin partitioning, unit e: -0.20, -0.19, -0.09, -0.09, -0.37, 0.03, 0.04, 0.11, 0.09, 0.11, 0.12, 0.13, 0.14, 0.00, 0.13, 0.03

No. 4
# C5H12O3Si

C5H12O3Si in the gas phase in a non-equilibrium geometry (wB97M-V/def2-TZVPD, the Open Molecules 2025 dataset).

```
! wB97M-V def2-TZVPD RIJCOSX def2/J DEFGRID3
* xyz 0 1
C 0.47819 -1.91397 -0.48470
C 1.40491 -0.04871 -1.78191
C -0.17469 2.39323 0.43778
C -1.60933 -0.55339 1.49839
C 0.17989 -0.53248 -0.91458
O -0.40297 -2.74153 -0.41722
O -1.09822 -0.46187 -1.52848
O 1.14125 0.30512 1.89010
Si -0.14971 0.49680 0.85092
H 1.63217 -1.93533 -0.26756
H 1.66609 -0.72126 -2.56758
H 1.06101 0.77483 -2.28177
H 2.14432 0.02491 -1.09467
H -0.54134 2.60300 -0.61633
H -0.86916 2.87880 1.08268
H 0.87166 2.67973 0.45253
H -2.51389 -0.04225 1.10416
H -1.42048 -1.59971 1.22700
H -1.74636 -0.60288 2.65206
H -1.01207 -1.25273 -2.05295
H 0.95872 0.24965 2.81212
*
```

## Properties
- HOMO-LUMO gap (eV) = 10.0
- SMILES = C[C@@](O)(C=O)[Si](C)(C)O
- energy (eV) = -19399.7947

Charges per atom according to Löwdin partitioning, unit e: -0.29, -0.02, -0.14, -0.15, -0.52, 0.05, -0.03, -0.16, 0.61, 0.16, 0.08, 0.05, 0.04, 0.05, 0.00, 0.02, 0.04, 0.02, 0.06, 0.09, 0.04

No. 5
# C15H13AgFI2N2O7

A molecular structure, C15H13AgFI2N2O7 (wB97M-V/def2-TZVPD, the Open Molecules 2025 dataset).

```
! wB97M-V def2-TZVPD RIJCOSX def2/J DEFGRID3
* xyz -1 1
Ag 0.15461 -0.09951 -0.05791
C 1.99061 6.51363 -1.14797
O 0.88770 6.59080 -0.27320
C 0.21961 5.43002 -0.01132
C -0.87251 5.55457 0.86941
C -1.60018 4.43594 1.15811
C -1.31866 3.15312 0.63508
C -2.18478 2.04202 0.97044
C -3.44154 2.25951 1.80828
O -1.99659 0.87247 0.63038
C -0.17030 3.01724 -0.22207
O 0.26851 1.93984 -0.74796
C 0.55183 4.21291 -0.53664
H 2.38015 7.52574 -1.23368
H 1.69201 6.15195 -2.13612
H 2.77032 5.85690 -0.75190
H -1.11433 6.52054 1.28890
H -2.43076 4.55132 1.83866
H -3.90497 3.23857 1.73875
H -3.18575 2.06646 2.85272
H -4.15727 1.49959 1.50254
H 1.39242 4.07495 -1.20096
F 6.14546 -2.29832 3.01993
C 4.99460 -2.91263 3.33599
C 3.97525 -2.96226 2.46714
N 2.79399 -3.59031 2.76781
C 1.74040 -3.63024 1.76261
C 1.32339 -2.22339 1.28488
O 0.40339 -2.23866 0.42383
O 1.91017 -1.23259 1.72937
C 2.55784 -4.12550 4.01142
O 1.51007 -4.63456 4.35314
N 3.63727 -4.05170 4.87727
C 4.89183 -3.49742 4.66108
O 5.75972 -3.53269 5.50830
H 4.02441 -2.48843 1.49929
H 0.88731 -4.14427 2.19557
H 2.07660 -4.20219 0.89588
H 3.47826 -4.45897 5.78719
I -0.50815 -0.69795 -2.73284
I -0.91454 -1.62393 -5.24664
*
```

## Properties
- HOMO-LUMO gap (eV) = 6.0
- energy (eV) = -56000.7633

Charges per atom according to Löwdin partitioning, unit e: 0.69, -0.10, -0.09, -0.29, -0.04, -0.05, -0.11, -0.40, -0.02, -0.04, -0.36, -0.21, 0.04, 0.09, 0.09, 0.09, 0.10, 0.09, 0.06, 0.09, 0.08, 0.11, 0.08, -0.18, 0.05, 0.00, -0.04, -0.69, -0.14, -0.02, -0.47, 0.07, 0.21, -0.41, 0.08, 0.15, 0.13, 0.14, 0.16, 0.15, -0.08

What is the formula in the second record? C7H11N